No. 1
Computed, not measured: C5H8CoN2O4S5Se as an isolated structure, with ωB97M-V with the def2-TZVPD basis set.

Geometry as XYZ:
```
26
C5H8CoN2O4S5Se ωB97M-V with the def2-TZVPD basis set
Co -0.1035 0.1172 0.2717
S 4.9533 5.0752 -1.1405
C 3.7993 3.9121 -1.0549
S 2.1239 4.2537 -0.8195
C 1.5131 2.6253 -0.7841
C 2.4960 1.6182 -0.9371
S 2.1865 -0.0110 -1.0136
S 4.1295 2.2235 -1.0973
S -0.1361 2.3650 -0.6353
N -2.1811 -0.1163 -0.6292
C -2.5395 -1.5243 -0.4227
C -1.4064 -2.3917 -0.9360
N -0.1989 -2.0237 -0.1976
H -2.6841 0.4821 0.0161
H -2.3575 0.1894 -1.5791
H -3.4842 -1.8008 -0.9008
H -2.6366 -1.6707 0.6543
H -1.2440 -2.1874 -1.9989
H -1.6643 -3.4502 -0.8345
H 0.6384 -2.4434 -0.5850
H -0.2648 -2.3315 0.7881
O -0.3891 -2.2221 2.6612
Se -0.1836 -0.6016 2.8733
O -1.3761 0.1625 1.9550
O 1.1286 -0.1204 1.9284
O -0.1186 -0.1289 4.4180
```

The gap between HOMO and LUMO (alpha / beta) comes out at 7.0 / 6.8 eV. The HOMO energy (alpha / beta) comes out at -4.80 / -6.06 eV. The total charge is -1. The largest force on an atom is 0.59 eV Å⁻¹. As for the multiplicity: 5. The value obtained for the relative energy (zero: lowest compared OMol25 entry of this formula, charge and spin) is 0.000 eV.


No. 2
Computed, not measured: C20H15AuBrN4O3S as an isolated structure, with ωB97M-V with the def2-TZVPD basis set.

Geometry as XYZ:
```
45
C20H15AuBrN4O3S ωB97M-V with the def2-TZVPD basis set
Au -0.3108 0.1204 0.3589
O -2.4575 -1.3467 0.3685
S -2.1644 -2.2425 -0.7235
O -2.6648 -2.0048 -2.0332
N -0.4419 -1.8536 -0.8376
C 0.4338 -2.2297 -1.6589
C 0.2667 -3.3479 -2.6126
C 1.2980 -3.7362 -3.3822
C 2.5492 -3.0446 -3.3106
C 2.7864 -1.9424 -2.4671
C 4.0152 -1.2519 -2.4516
C 4.1464 -0.1640 -1.6170
C 3.0620 0.1952 -0.8225
N 1.8804 -0.4632 -0.8257
C 1.7526 -1.4984 -1.6243
C -2.2487 -3.8958 -0.2618
C -1.6362 -4.2988 0.9292
C -1.7185 -5.6322 1.2763
C -2.4159 -6.5213 0.4572
C -3.0177 -6.0971 -0.7213
C -2.9385 -4.7692 -1.1029
H -0.6929 -3.8520 -2.6687
H 1.1867 -4.5674 -4.0654
H 3.3627 -3.3778 -3.9533
H 4.8329 -1.5746 -3.0877
H 5.0651 0.4052 -1.5713
H 3.1367 1.0442 -0.1530
H -1.1434 -3.5844 1.5785
H -1.2593 -5.9817 2.1912
H -2.5072 -7.5568 0.7558
H -3.5498 -6.8010 -1.3459
H -3.4172 -4.4126 -2.0068
O -0.8021 0.3291 3.0425
N 0.0027 0.3719 2.2932
Br -3.3937 5.5018 -2.3221
C -2.5281 4.0554 -1.5629
C -2.5765 3.8492 -0.1890
C -1.9281 2.7580 0.3366
N -1.2461 1.8884 -0.4337
C -1.2007 2.0927 -1.7647
C -1.8245 3.1600 -2.3629
H -3.1123 4.5249 0.4627
H -1.9628 2.5706 1.4017
H -0.6527 1.3746 -2.3623
H -1.7658 3.2914 -3.4341
```

The gap between HOMO and LUMO (alpha / beta) comes out at 4.4 / 4.4 eV. The HOMO energy (alpha / beta) comes out at -17.25 / -17.25 eV. The total charge is +3. The largest force on an atom is 0.99 eV Å⁻¹. As for the multiplicity: 1. The value obtained for the relative energy (zero: lowest compared OMol25 entry of this formula, charge and spin) is 1.009 eV.


No. 3
Computed, not measured: C10H24N5O2ReSSe2Te2 as an isolated structure, with ωB97M-V with the def2-TZVPD basis set.

Geometry as XYZ:
```
47
C10H24N5O2ReSSe2Te2 ωB97M-V with the def2-TZVPD basis set
Re -0.4390 -1.3097 2.1932
N -4.3200 -1.3852 -1.0641
C -3.5338 -1.0599 0.1953
C -3.4249 0.4535 0.3409
C -2.8893 0.8903 1.7071
N -1.4187 0.6319 1.8582
C -3.6604 0.2412 2.8477
C -3.7163 -1.2763 2.7400
N -2.3779 -1.8669 3.0759
C -4.2310 -1.7332 1.3735
H -3.8788 -0.9964 -1.9019
H -5.2743 -1.0124 -1.0202
H -4.3963 -2.3976 -1.2037
H -2.5517 -1.5009 0.0234
H -4.4191 0.9046 0.2531
H -2.8179 0.8817 -0.4634
H -3.0187 1.9719 1.7681
H -1.1050 1.2106 2.6425
H -0.9246 1.0300 1.0608
H -4.6810 0.6287 2.8393
H -3.2417 0.5404 3.8124
H -4.4197 -1.6525 3.4844
H -2.4263 -2.8831 2.9919
H -2.2378 -1.7233 4.0800
H -5.2974 -1.4836 1.3555
H -4.1607 -2.8212 1.2865
Se -0.6080 -3.1474 0.6780
Te 1.6533 -4.2251 0.0172
Te 3.3670 -2.3258 -0.6843
Se 2.0006 -1.1903 -2.5307
S 2.0789 0.8375 -1.6898
C 3.6770 1.4207 -2.2047
N 4.3584 2.1317 -1.3318
C 5.6519 2.7601 -1.6612
C 6.3562 1.9034 -2.6996
C 5.4455 1.6694 -3.8913
N 4.1251 1.2071 -3.4185
H 3.9951 2.1915 -0.3925
H 6.2268 2.8247 -0.7407
H 5.4718 3.7722 -2.0255
H 6.6479 0.9502 -2.2554
H 7.2650 2.4011 -3.0325
H 5.8453 0.9060 -4.5550
H 5.3007 2.5836 -4.4683
H 3.5342 0.6889 -4.0507
O 1.0119 -0.1771 2.5375
O 1.4579 -1.4650 2.1233
```

The gap between HOMO and LUMO (alpha / beta) comes out at 6.0 / 6.1 eV. The HOMO energy (alpha / beta) comes out at -15.54 / -15.52 eV. The total charge is +3. The largest force on an atom is 0.25 eV Å⁻¹. As for the multiplicity: 2. The value obtained for the relative energy (zero: lowest compared OMol25 entry of this formula, charge and spin) is 1.077 eV.


No. 4
Computed, not measured: the molecule C4H4N4O at a distorted geometry, with ωB97M-V with the def2-TZVPD basis set.

Geometry as XYZ:
```
13
C4H4N4O ωB97M-V with the def2-TZVPD basis set
O -3.1222 -0.9785 0.1037
N -2.9237 0.3676 0.2476
C -1.7326 0.8078 -0.2684
C -0.2765 0.3617 -0.2509
N 0.7004 1.1465 -0.0596
C 2.0384 0.6535 0.0711
C 2.1353 -0.7512 0.2069
N 1.0596 -1.5189 -0.1095
N -0.1252 -0.9901 -0.3030
H -2.1473 -1.3903 -0.2245
H -1.6011 1.9272 -0.0073
H 2.8727 1.4575 0.1773
H 3.1222 -1.0927 0.4166
```

The gap between HOMO and LUMO comes out at 8.8 eV. The HOMO energy comes out at -9.70 eV. The largest force on an atom is 5.27 eV Å⁻¹. Its SMILES is O/N=C\c1nccnn1. As for the multiplicity: 1. The value obtained for the relative energy (zero: lowest compared OMol25 entry of this formula, charge and spin) is 5.043 eV.


No. 5
Computed, not measured: a 3-piece molecular cluster, C24H41NO12P2 overall at a distorted geometry, with ωB97M-V with the def2-TZVPD basis set.

Geometry as XYZ:
```
80
C24H41NO12P2 ωB97M-V with the def2-TZVPD basis set
O 2.2525 -0.6351 0.4413
C 1.2132 -0.0789 0.1546
O 1.1828 1.3052 0.2438
C 0.0097 -0.9484 -0.3255
C -0.1274 -0.8112 -1.8891
C -1.0134 0.4011 -2.3685
C -2.2610 0.7458 -1.5259
C -2.5719 2.1209 -1.1056
C -3.7847 2.4579 -0.3288
C -4.7812 1.4321 0.0118
C -4.4555 0.0780 -0.4049
C -3.2126 -0.2747 -1.1214
C -3.2732 -1.8056 -1.2586
O -2.3852 -2.6234 -1.2711
N -4.6549 -2.2153 -1.1869
C -5.2672 -1.2380 -0.2867
O -6.2953 -1.3446 0.3209
H 1.5924 1.5730 1.0880
H -0.9357 -0.7794 0.2426
H 0.3114 -2.0134 -0.1244
H -0.4605 -1.7458 -2.4076
H 0.9153 -0.6265 -2.2854
H -0.3656 1.3192 -2.4513
H -1.3935 0.2135 -3.4175
H -1.8999 2.9761 -1.3499
H -3.9719 3.5222 -0.0568
H -5.7275 1.6408 0.5506
H -4.5892 -3.0301 -0.5527
C 5.5912 1.8635 -1.2503
C 4.2019 1.9551 -1.8536
O 3.8817 3.2821 -2.2531
P 4.6802 3.9316 -3.5406
O 4.0357 3.1261 -4.6459
O 3.7922 5.3111 -3.7213
C 3.0778 5.5668 -4.9270
C 1.6604 5.0243 -4.8517
O 5.6382 4.8302 -2.4624
C 7.0414 4.8820 -2.7397
C 7.3432 5.3350 -4.1554
H 6.3563 1.9697 -2.0276
H 5.7434 0.8969 -0.7671
H 5.7559 2.6564 -0.5175
H 4.1015 1.2710 -2.7020
H 3.4635 1.6628 -1.1058
H 3.6156 5.1637 -5.7869
H 3.0428 6.6507 -5.0616
H 1.6307 4.0019 -4.4745
H 1.1855 5.0530 -5.8342
H 1.0639 5.6277 -4.1627
H 7.4851 3.8999 -2.5522
H 7.4839 5.5816 -2.0282
H 6.9658 4.6144 -4.8910
H 8.4199 5.4311 -4.3049
H 6.8670 6.2940 -4.3664
C -1.7328 -6.3019 6.2487
C -3.1529 -6.1737 5.7286
O -3.4670 -4.8384 5.3592
P -2.7305 -4.1942 4.0315
O -3.4548 -4.9764 2.9594
O -3.5965 -2.7952 3.9124
C -4.3709 -2.5174 2.7506
C -5.7955 -3.0271 2.8925
O -1.6919 -3.3253 5.0573
C -0.3068 -3.3008 4.6959
C -0.0814 -2.8417 3.2674
H -1.0126 -6.2056 5.4288
H -1.5740 -7.2760 6.7145
H -1.5075 -5.5198 6.9768
H -3.3179 -6.8475 4.8823
H -3.8534 -6.4566 6.5161
H -3.8856 -2.9277 1.8602
H -4.3888 -1.4316 2.6239
H -5.8358 -4.0513 3.2644
H -6.3131 -2.9788 1.9357
H -6.3434 -2.4148 3.6128
H 0.1262 -4.2937 4.8489
H 0.1930 -2.6170 5.3845
H -0.5181 -3.5477 2.5504
H 0.9863 -2.7669 3.0529
H -0.5490 -1.8708 3.0930
```

The gap between HOMO and LUMO comes out at 8.8 eV. The HOMO energy comes out at -9.74 eV. The largest force on an atom is 8.69 eV Å⁻¹. Its SMILES is O=C(O)CCCc1cccc2c1C(=O)NC2=O.CCOP(=O)(OCC)OCC.CCOP(=O)(OCC)OCC. As for the multiplicity: 1.


No. 6
Computed, not measured: the molecule C5H5NOS at a distorted geometry, with ωB97M-V with the def2-TZVPD basis set.

Geometry as XYZ:
```
13
C5H5NOS ωB97M-V with the def2-TZVPD basis set
S -2.2902 0.9009 -3.0152
C -0.9606 0.8476 -2.1001
N -0.9077 1.0558 -0.7630
C -0.0649 0.2028 -0.0837
C 0.0062 0.0199 1.2888
C 0.8512 -1.0180 1.4792
O 1.3748 -1.4439 0.3474
C 0.7995 -0.7332 -0.6036
H -0.1001 0.5458 -2.7031
H -1.6049 1.3121 -0.1121
H -0.5901 0.6427 2.0415
H 1.0353 -1.6841 2.2779
H 0.8045 -1.0918 -1.6273
```

The gap between HOMO and LUMO comes out at 8.6 eV. The HOMO energy comes out at -8.39 eV. The largest force on an atom is 3.24 eV Å⁻¹. Its SMILES is S=CNc1ccoc1. As for the multiplicity: 1. The value obtained for the relative energy (zero: lowest compared OMol25 entry of this formula, charge and spin) is 2.211 eV.


Number 1: total energy -6381.01137 Eh. Number 2: total energy -4322.55959 Eh. Number 3: total energy -6634.10416 Eh. Number 4: total energy -448.91014 Eh. Number 5: total energy -2579.41778 Eh. Number 6: total energy -721.63838 Eh.